(1)
Computed, not measured: a structure of composition C39H38As2N5OS2Ti, with ωB97M-V/def2-TZVPD.

```
88
Properties=species:S:1:pos:R:3:forces:R:3
Ti 1.288018 0.009345 0.864900 0.4675 0.7083 0.2969
C 1.192275 -4.254965 2.384431 0.0482 -0.0675 -0.0583
C 1.060606 -2.784493 2.175321 -0.3316 -0.0933 0.3871
N 1.504227 -2.175110 1.142098 0.0284 0.0584 -0.3417
N 2.167248 -2.892241 0.170344 0.0036 0.0230 -0.0396
C 3.271540 -2.299480 -0.373353 -0.0480 -0.1394 -0.0126
N 4.009536 -3.042059 -1.184481 0.0071 -0.0875 -0.0205
S 3.658706 -0.719436 0.029086 -0.0755 0.1440 0.1573
C 0.429905 -1.884146 3.167649 0.1201 -0.0831 -0.0117
C -0.048526 -2.314996 4.392369 -0.1087 0.0983 0.0440
C -0.574194 -1.376532 5.269286 -0.0048 -0.1162 0.0826
C -0.598361 -0.046365 4.897957 -0.0091 0.1035 0.0262
C -0.090555 0.306735 3.661554 0.0296 -0.0544 -0.0514
N 0.415838 -0.587537 2.813430 0.0750 0.0642 -0.0069
H 2.247300 -4.542946 2.385927 -0.0105 0.0068 0.0021
H 0.758985 -4.579662 3.321893 -0.0135 -0.0068 0.0113
H 0.686106 -4.805627 1.586157 -0.0035 -0.0029 0.0248
H 2.084541 -3.898241 0.178933 0.0211 -0.0871 0.0060
H 3.798275 -4.004404 -1.396965 -0.0034 0.0091 -0.0136
H 4.786100 -2.617096 -1.664422 0.0109 0.0185 -0.0017
H -0.025055 -3.355853 4.673958 0.0009 -0.0059 -0.0195
H -0.956546 -1.688403 6.233288 0.0184 0.0120 -0.0471
H -0.996550 0.717542 5.551877 0.0082 -0.0319 -0.0134
H -0.081191 1.336892 3.332889 -0.0006 0.0424 -0.0118
C -0.800557 -1.243846 -2.390600 0.0956 0.1088 0.1033
C -1.331115 -1.923323 -1.133804 0.0401 0.1041 -0.0093
As -1.431232 -0.638852 0.338490 0.2243 0.0196 -0.0425
C -2.730562 0.637666 -0.294766 -0.0967 -0.0912 0.0326
C -4.022640 0.207063 -0.596223 -0.0014 -0.0182 0.0075
C -4.959190 1.111293 -1.067711 -0.0104 0.0519 -0.0083
C -4.611292 2.448754 -1.231904 -0.0268 -0.0174 -0.0052
C -3.328838 2.877771 -0.928189 -0.0053 0.0363 -0.0220
C -2.384527 1.973032 -0.460081 0.1108 -0.0284 0.0033
C -2.398807 -1.634408 1.685034 0.0092 -0.1194 -0.0990
C -3.127002 -0.963283 2.661264 -0.0075 0.0062 0.0553
C -3.772082 -1.673922 3.664756 -0.0107 0.0064 -0.0107
C -3.693985 -3.059517 3.700325 0.0055 -0.0234 -0.0158
C -2.976965 -3.736332 2.721403 -0.0264 -0.0145 0.0448
C -2.331630 -3.026974 1.718319 -0.0004 -0.0397 0.0002
As 0.811068 -0.158283 -2.020873 -0.0113 0.0825 0.0431
C 1.980633 -0.659177 -3.501252 -0.1000 -0.0383 -0.0606
C 3.362177 -0.540199 -3.404306 0.0472 0.0290 0.0777
C 4.169448 -0.798183 -4.504722 0.0244 -0.0063 -0.0224
C 3.603686 -1.167501 -5.715212 -0.0364 -0.0108 -0.0162
C 2.222053 -1.260233 -5.827344 0.0768 -0.0131 -0.0241
C 1.415984 -1.003549 -4.729087 -0.0064 -0.0027 0.0004
C 0.369898 1.636566 -2.619060 -0.0128 -0.0244 -0.0300
C 1.223745 2.660108 -2.217356 -0.0847 0.0739 -0.0150
C 1.012202 3.959830 -2.655204 0.0328 -0.0115 0.0109
C -0.052507 4.242014 -3.500812 -0.0221 0.0213 -0.0304
C -0.894710 3.220363 -3.916766 -0.0109 0.0412 -0.0032
C -0.681516 1.919458 -3.481777 -0.0280 0.0195 0.0174
H -1.565070 -0.610899 -2.831917 -0.0637 0.0760 -0.0026
H -0.521146 -1.989497 -3.127140 0.0234 -0.0943 -0.1100
H -0.650313 -2.716844 -0.822381 0.0366 -0.0401 0.0538
H -2.308745 -2.369509 -1.304401 -0.0930 -0.0260 -0.0226
H -4.306942 -0.828906 -0.452280 0.0109 -0.0229 0.0040
H -5.962380 0.778019 -1.301237 0.0287 0.0079 0.0048
H -5.347443 3.154760 -1.595434 0.0274 -0.0182 0.0095
H -3.058896 3.918118 -1.062132 -0.0087 -0.0250 -0.0011
H -1.373887 2.294637 -0.240123 -0.0196 0.0074 -0.0056
H -3.212210 0.116353 2.635559 0.0006 0.0490 -0.0289
H -4.349230 -1.143425 4.412230 0.0134 -0.0170 -0.0201
H -4.210072 -3.611688 4.475833 0.0205 0.0117 -0.0273
H -2.936578 -4.818892 2.727941 -0.0113 0.0256 0.0035
H -1.799429 -3.577242 0.949407 -0.0125 0.0404 0.0002
H 3.821103 -0.230888 -2.474474 -0.0270 0.0374 -0.0666
H 5.244035 -0.694465 -4.415770 -0.0182 0.0077 -0.0171
H 4.233373 -1.365479 -6.573174 -0.0209 0.0087 0.0214
H 1.769157 -1.521366 -6.775721 0.0173 0.0060 0.0358
H 0.342960 -1.048433 -4.861662 -0.0419 -0.0154 0.0458
H 2.058736 2.451151 -1.561432 0.0683 -0.0317 0.0468
H 1.687108 4.749391 -2.346869 -0.0177 -0.0213 -0.0136
H -0.214867 5.254939 -3.848631 -0.0013 -0.0432 0.0152
H -1.718312 3.433553 -4.587165 0.0330 -0.0098 0.0214
H -1.351992 1.144346 -3.828434 -0.0003 -0.0285 0.0015
O 0.770871 1.923174 0.750196 -0.1251 -0.3374 -0.0233
N 1.273755 2.961006 1.436221 -0.0477 -0.0075 -0.0011
C 0.703103 4.172967 1.226571 0.0329 -0.0482 -0.0493
C 1.169694 5.266483 1.891102 -0.0070 0.0317 -0.0112
C 2.244590 5.109453 2.777917 0.0488 0.0174 0.0507
C 2.808893 3.874082 2.964141 -0.0054 0.0317 0.0042
C 2.313677 2.753691 2.275676 -0.0857 0.0630 -0.0860
S 2.931973 1.170414 2.400823 -0.1242 -0.2585 -0.1858
H -0.101198 4.171636 0.506411 -0.0014 0.0201 0.0228
H 0.711638 6.229704 1.722330 0.0019 -0.0170 -0.0055
H 2.632323 5.965861 3.314484 -0.0124 -0.0299 -0.0186
H 3.641755 3.726536 3.636902 -0.0163 -0.0038 -0.0161
```
Positions in Å, forces in eV/Å.

Its HOMO-LUMO gap (alpha / beta) is 7.24 / 7.05 eV. Its expectation value of S² is 0.758. As for the spin multiplicity: 2. The molar mass comes out at 854.61 g/mol. The net charge is +2. As for the energy above the lowest of the compared OMol25 structures with the same formula, charge and spin: 0.0 kcal per mole. As for the LUMO energy (alpha / beta): -5.90 / -6.14 eV.

***

(2)
Computed, not measured: a structure of composition C3H10F2OSi2Ti at a distorted geometry, with ωB97M-V/def2-TZVPD.

```
19
Properties=species:S:1:pos:R:3:forces:R:3
C 3.329527 0.252640 0.036842 -0.5626 0.5025 0.3923
C 1.799564 0.278603 0.345772 0.2583 -1.4544 -0.5231
F 1.262533 1.570351 0.427180 0.3752 -0.2932 -0.0349
C 0.909324 -0.514400 -0.674559 -0.2438 0.0870 0.0681
Si -0.670663 -1.036319 0.289136 1.1608 -0.2047 -1.8030
O -2.041763 -0.903333 -0.774844 -0.4281 2.2615 2.1601
Si -2.853168 0.533195 -0.327118 0.4314 -1.0634 -3.3085
F -3.734225 1.034351 -1.668357 0.9395 -0.6112 1.8561
H 3.541493 0.171547 -1.047626 -0.1357 0.1807 0.6352
H 3.785318 -0.615171 0.569599 -0.3211 0.6548 -0.4721
H 3.757807 1.195703 0.454559 -0.1236 -0.7844 -0.3926
H 1.661118 -0.201861 1.343005 0.1062 0.5951 -0.3478
H 0.659927 0.106966 -1.570888 0.2687 -0.2481 0.7764
H 1.427744 -1.417745 -1.085249 -0.3098 0.6563 0.5464
H -0.808742 -0.094168 1.426508 -0.3701 -0.1308 0.0107
H -0.452841 -2.412886 0.758202 -0.4312 -0.0400 0.0927
H -1.924880 1.564320 0.157532 -0.3541 0.0589 -0.1582
H -3.829695 0.156130 0.715920 -0.8097 -0.2196 0.6482
Ti -5.818379 0.332076 0.624386 0.5496 0.0531 -0.1462
```
Positions in Å, forces in eV/Å.

Its HOMO-LUMO gap (alpha / beta) is 5.90 / 5.35 eV. Its expectation value of S² is 0.752. As for the spin multiplicity: 2. The molar mass comes out at 204.15 g/mol. The net charge is +1. As for the LUMO energy (alpha / beta): -5.53 / -5.60 eV.

***

(3)
Computed, not measured: the molecule C3H6N2O2, with ωB97M-V/def2-TZVPD.

```
13
Properties=species:S:1:pos:R:3:forces:R:3
C -1.745437 -0.407434 -0.905794 -0.1152 -0.0736 -0.2066
O -1.275153 0.017766 0.368711 0.1025 0.0609 0.1417
C 0.062117 0.170121 0.438429 -0.0760 -0.0507 -0.0367
N 0.753658 1.076952 -0.486220 -0.0642 0.3207 0.0609
O 1.988262 0.321098 -0.298152 0.1837 -0.0940 -0.1289
C 1.295197 -0.639411 0.484207 0.0732 -0.4063 -0.0089
N 0.742325 -0.045728 1.680190 0.0469 0.1914 0.0451
H -2.805334 -0.625302 -0.766635 0.1514 0.0142 -0.1064
H -1.214470 -1.311914 -1.228205 -0.1004 0.1170 0.0533
H -1.614403 0.374458 -1.661376 -0.0245 -0.1320 0.1353
H 0.916649 2.004919 -0.088849 -0.0595 -0.0639 0.0329
H 1.608743 -1.674208 0.428921 -0.0368 0.1442 0.0397
H 1.287840 0.738683 2.034774 -0.0812 -0.0279 -0.0214
```
Positions in Å, forces in eV/Å.

Its HOMO-LUMO gap is 10.53 eV. The SMILES is CO[C@]12NO[C@H]1N2. As for the spin multiplicity: 1. The molar mass comes out at 102.09 g/mol. As for the energy above the lowest of the compared OMol25 structures with the same formula, charge and spin: 129.1 kcal per mole. As for the LUMO energy: 1.01 eV.

***

(4)
Computed, not measured: a cluster of 2 separate species, C3H3N3O in total at a distorted geometry, with ωB97M-V/def2-TZVPD.

```
10
Properties=species:S:1:pos:R:3:forces:R:3
N 2.141982 -0.238872 0.542424 -0.7876 -0.2563 -0.1074
C 1.041772 -0.687964 0.282869 0.4845 0.1404 0.0093
C -0.145023 -1.210288 0.013758 0.1244 0.0274 0.0719
C -1.383380 -0.518528 0.416871 0.0853 0.1839 0.2217
O -1.489883 0.209217 1.377570 0.0821 -0.1000 -0.3214
H 2.531774 0.435037 -0.115403 -0.0118 -0.0608 0.0614
H -0.191866 -2.123468 -0.571134 0.0099 0.2093 -0.0478
H -2.239636 -0.672800 -0.267593 0.0090 -0.1759 0.1256
N 0.380078 2.246116 -0.963599 -1.7323 0.5223 0.4356
N -0.645817 2.561550 -0.715763 1.7366 -0.4903 -0.4489
```
Positions in Å, forces in eV/Å.

Its HOMO-LUMO gap is 10.30 eV. The SMILES is N=C=CC=O.N#N. As for the spin multiplicity: 1. The molar mass comes out at 97.08 g/mol. As for the energy above the lowest of the compared OMol25 structures with the same formula, charge and spin: 20.3 kcal per mole. As for the LUMO energy: 0.61 eV.

***

(5)
Computed, not measured: the ion C10H18NOSi with charge +1 at a distorted geometry, with ωB97M-V/def2-TZVPD.

```
31
Properties=species:S:1:pos:R:3:forces:R:3
C -3.701694 -0.253296 0.672910 0.1296 0.1857 0.7344
Si -1.819721 -0.429317 0.135356 -1.0597 -0.3000 2.2557
C -0.847887 -0.586607 1.836302 0.5307 0.0532 0.5231
C -1.666031 -2.117054 -0.734502 0.8207 -1.7155 -0.9666
O -1.223535 0.980423 -0.650174 0.3404 -1.9130 -1.7149
C -0.681214 0.818934 -1.982870 1.3312 1.8110 -0.9675
C 0.767655 1.658576 -1.998659 -1.4098 0.2047 0.1102
N 1.607085 1.110310 -0.823810 2.4145 -1.2757 2.8175
C 1.878576 -0.404542 -0.744946 1.6562 1.1028 3.1583
C 2.716116 -1.103530 0.482429 -1.0541 4.7895 -0.3841
C 3.281389 -0.111205 1.666701 -2.3535 1.3319 -3.8529
C 2.998693 1.522539 1.513494 -1.5684 -2.8194 -2.9617
C 2.138256 2.085824 0.235281 1.2540 -3.8920 1.3143
H -3.803308 0.715409 1.356899 -0.0364 -1.9665 -1.6625
H -4.432299 -0.250751 -0.242645 1.2156 0.0573 1.9867
H -3.900114 -1.175368 1.404684 0.2495 1.9059 -1.7726
H -1.531466 -1.103487 2.633404 1.2641 0.9624 -1.4812
H -0.570739 0.490004 2.245345 -0.4083 -2.2710 -0.7681
H 0.122947 -1.256988 1.718007 -1.9176 1.5325 0.3491
H -2.128466 -2.182489 -1.809010 0.7618 0.0944 2.0367
H -2.193780 -2.937361 -0.057080 0.9984 1.8421 -1.3788
H -0.535811 -2.488789 -0.829800 -2.3107 0.7812 0.1740
H -0.409897 -0.255568 -2.336011 -0.9879 1.6906 0.7925
H -1.352573 1.387222 -2.779372 1.2931 -1.4609 1.6027
H 1.330323 1.579913 -3.020553 -0.9329 -0.0218 2.0925
H 0.491545 2.786954 -1.781481 0.8660 -2.4021 -0.2687
H 1.450725 -1.121859 -1.582988 0.9105 2.0768 1.8016
H 2.838943 -2.281802 0.472360 -0.2324 2.8859 0.0723
H 3.859604 -0.593666 2.563758 -1.2197 1.2880 -1.8780
H 3.402150 2.270341 2.317954 -0.9425 -1.6024 -1.8177
H 1.914529 3.247230 0.119016 0.3976 -2.9555 0.0537
```
Positions in Å, forces in eV/Å.

Its HOMO-LUMO gap is 7.55 eV. The SMILES is C[Si](C)(C)OCC[n+]1ccccc1. As for the spin multiplicity: 1. The molar mass comes out at 196.35 g/mol. The net charge is +1. As for the energy above the lowest of the compared OMol25 structures with the same formula, charge and spin: 220.7 kcal per mole. As for the LUMO energy: -5.14 eV.